Density functional theory data (ωB97M-V/def2-TZVPD) for one molecule with the formula C4H9NO.

XYZ file:
```
15
Properties=species:S:1:pos:R:3:forces:R:3:lowdin_charge:R:1
C 0.397 -0.507 -0.393 -2.7511 -1.1329 0.6504 -0.078
C -0.544 0.437 0.375 0.3472 -0.2237 -0.3229 -0.437
C 1.539 -1.169 0.257 0.0889 0.0745 0.0166 -0.097
C -0.441 1.893 -0.065 -0.2538 -0.4403 0.2222 -0.038
N -1.534 -1.501 -0.045 2.4503 0.7901 0.1141 0.082
O -1.826 -0.091 0.092 -0.2065 0.2764 -0.3331 -0.212
H 0.397 -0.400 -1.468 0.0254 0.0977 -0.1627 0.111
H -0.331 0.346 1.452 0.0294 -0.0294 -0.1031 0.140
H 1.304 -1.431 1.287 -0.0070 -0.0300 0.0388 0.081
H 2.394 -0.487 0.267 0.1647 0.0136 0.0395 0.087
H 1.835 -2.061 -0.288 0.0710 -0.0605 -0.0249 0.080
H -0.834 2.002 -1.072 -0.0013 -0.0018 -0.1576 0.081
H 0.599 2.205 -0.051 0.1506 0.0946 0.0444 0.080
H -1.013 2.529 0.601 -0.0666 0.1908 0.0765 0.076
H -1.941 -1.766 -0.949 -0.0412 0.3810 -0.0982 0.044
```
Forces are in eV/Å.

For the total energy, the calculation gives -7826.930 eV. The value obtained for the highest occupied orbital energy (spin up / spin down) is -8.573 / -7.840 eV. For the orbital gap (spin up / spin down), the calculation gives 9.08 / 8.14 eV. The energy above the lowest of the compared OMol25 structures with the same formula, charge and spin is 520.1 kJ/mol. The lowest unoccupied orbital energy (spin up / spin down) is 0.5 / 0.3 eV.

Density functional theory data (ωB97M-V/def2-TZVPD) for one molecule with the formula C4H9NO.

XYZ file:
```
15
Properties=species:S:1:pos:R:3:forces:R:3:lowdin_charge:R:1
C -1.859 -0.149 -0.095 -0.0417 -0.1679 -0.0636 -0.052
C -0.618 0.741 -0.087 -0.5597 0.3673 -0.9675 -0.442
O -0.457 1.361 1.154 0.5553 -0.4251 0.7728 -0.029
C 0.619 -0.013 -0.572 0.1552 0.1413 -0.1270 -0.412
C 1.977 0.484 -0.244 -0.1502 0.0793 -0.4651 0.042
N 1.117 -0.962 0.422 0.7065 0.3296 1.3925 0.032
H -2.722 0.408 0.285 0.2132 -0.0935 -0.0961 0.081
H -2.088 -0.503 -1.110 0.0422 0.0697 0.1976 0.078
H -1.705 -1.026 0.549 -0.0194 0.1875 -0.1190 0.079
H -0.765 1.595 -0.765 -0.0184 -0.3637 -0.1869 0.148
H 0.069 0.751 1.693 -0.2424 0.3680 0.1806 0.081
H 0.443 -0.561 -1.504 0.0095 0.3130 0.0782 0.147
H 1.697 -0.361 1.123 -0.4025 -0.9553 -0.6033 0.107
H 2.700 0.026 -0.940 -0.1672 0.0063 0.0730 0.029
H 1.593 -1.791 0.091 -0.0805 0.1435 -0.0660 0.111
```
Forces are in eV/Å.

For the total energy, the calculation gives -7827.426 eV. The value obtained for the highest occupied orbital energy is -8.600 eV. For the orbital gap, the calculation gives 9.34 eV. The energy above the lowest of the compared OMol25 structures with the same formula, charge and spin is 472.2 kJ/mol. The lowest unoccupied orbital energy is 0.7 eV.

Density functional theory data (ωB97M-V/def2-TZVPD) for a 2-piece molecular cluster, C4H9NO overall.

XYZ file:
```
15
Properties=species:S:1:pos:R:3:forces:R:3:lowdin_charge:R:1
C -0.272 0.698 1.349 -0.3225 -0.8120 -2.7825 -0.008
N 0.280 0.506 0.149 -1.1889 -0.3603 3.5399 -0.005
C -0.452 -0.209 -0.878 -1.0980 -1.2702 1.6382 -0.432
C -0.579 -1.570 -0.943 0.3463 3.6199 0.2539 0.050
C -1.238 0.716 -1.761 0.5381 -0.0376 -0.2912 -0.071
H 0.277 1.160 2.236 -0.5420 -0.5037 -1.6124 0.084
H -1.394 0.405 1.498 2.0274 0.3545 -0.0284 0.106
H -0.215 -2.170 -0.169 0.7457 -0.9732 0.8106 0.031
H -1.160 -1.971 -1.727 -0.4541 -0.5177 -0.7048 0.043
H -1.024 0.367 -2.758 0.0354 0.3593 -0.7327 0.064
H -2.345 0.585 -1.665 0.9911 0.5752 0.4403 0.097
H -0.799 1.727 -1.598 -1.0064 -0.4690 -0.4144 0.085
O 2.885 0.086 2.418 -1.7429 0.1073 -1.0415 -0.094
H 2.293 -0.046 1.614 1.4326 0.1600 1.3176 0.033
H 3.743 -0.284 2.237 0.2382 -0.2326 -0.3927 0.018
```
Forces are in eV/Å.

For the total energy, the calculation gives -7829.413 eV. The value obtained for the highest occupied orbital energy is -8.990 eV. For the orbital gap, the calculation gives 9.83 eV. The energy above the lowest of the compared OMol25 structures with the same formula, charge and spin is 280.5 kJ/mol. The lowest unoccupied orbital energy is 0.8 eV.

Density functional theory data (ωB97M-V/def2-TZVPD) for C4H9NO as an isolated structure.

XYZ file:
```
15
Properties=species:S:1:pos:R:3:forces:R:3:lowdin_charge:R:1
C 1.645 1.104 0.261 0.1303 0.0673 0.0588 -0.098
N 0.538 0.159 0.263 0.0728 0.0147 -0.0748 -0.187
C -0.825 0.718 -0.010 -0.2015 0.2198 0.0848 -0.165
C -0.888 -0.228 -1.188 0.0362 -0.0751 -0.0662 -0.064
O -1.561 -2.029 1.358 0.1907 0.0008 -0.0505 -0.070
C 0.362 -0.624 -0.915 0.0054 -0.0903 -0.1308 -0.131
H 1.594 1.740 1.149 -0.0071 -0.1122 -0.1038 0.083
H 2.592 0.555 0.290 -0.1416 0.0667 0.0053 0.082
H 1.646 1.749 -0.635 -0.0193 -0.0904 0.1206 0.086
H -0.795 1.785 -0.258 0.0035 -0.1578 0.0231 0.115
H -1.529 0.530 0.806 0.0822 0.0842 -0.1387 0.106
H -1.673 -0.539 -1.865 0.1594 0.0469 0.0791 0.093
H -0.766 -1.573 1.665 -0.0626 -0.0403 0.0433 0.026
H -1.433 -2.028 0.400 -0.1032 -0.0450 0.1075 0.009
H 1.093 -1.319 -1.322 -0.1451 0.1106 0.0423 0.116
```
Forces are in eV/Å.

For the total energy, the calculation gives -7829.522 eV. The value obtained for the highest occupied orbital energy is -8.821 eV. For the orbital gap, the calculation gives 9.81 eV. The energy above the lowest of the compared OMol25 structures with the same formula, charge and spin is 270.0 kJ/mol. The lowest unoccupied orbital energy is 1.0 eV.

Density functional theory data (ωB97M-V/def2-TZVPD) for a 3-piece molecular cluster, C4H9NO overall.

XYZ file:
```
15
Properties=species:S:1:pos:R:3:forces:R:3:lowdin_charge:R:1
C 0.462 1.495 1.253 0.6410 0.0679 0.2669 -0.015
C 1.618 1.583 1.539 -0.3650 0.1029 -0.2007 0.014
H -0.555 1.373 1.043 -0.8007 -0.1483 -0.1690 0.014
H 2.639 1.688 1.762 0.5273 0.0239 0.1560 0.010
C -0.482 1.054 -1.911 -0.0947 0.6629 -0.1480 -0.123
N -0.055 -0.122 -1.896 0.1173 -0.7703 0.0114 0.035
H 0.056 1.932 -2.280 0.0969 -0.1393 -0.0306 0.075
H -1.481 1.237 -1.525 -0.0932 0.0609 0.0633 0.070
H 0.885 -0.256 -2.264 -0.0202 0.2731 -0.0303 0.067
C -0.335 -1.809 0.989 0.0083 -0.3064 0.2486 -0.194
O -1.445 -1.268 0.322 -0.4253 0.3050 -0.3723 -0.161
H 0.013 -2.731 0.513 0.0188 -0.0635 0.0411 0.075
H -0.659 -2.043 2.008 0.1810 0.0339 -0.1457 0.082
H 0.494 -1.104 1.026 0.1455 0.0273 0.1045 0.040
H -1.155 -1.030 -0.577 0.0630 -0.1298 0.2048 0.011
```
Forces are in eV/Å.

For the total energy, the calculation gives -7828.064 eV. The value obtained for the highest occupied orbital energy is -9.682 eV. For the orbital gap, the calculation gives 10.64 eV. The energy above the lowest of the compared OMol25 structures with the same formula, charge and spin is 410.6 kJ/mol. The lowest unoccupied orbital energy is 1.0 eV.

Density functional theory data (ωB97M-V/def2-TZVPD) for a 2-piece molecular cluster, C4H9NO overall.

XYZ file:
```
15
Properties=species:S:1:pos:R:3:forces:R:3:lowdin_charge:R:1
C -0.834 1.211 0.378 0.1623 -0.2797 -0.4433 -0.016
C -0.191 1.966 -0.501 -0.5016 0.1126 0.3662 -0.280
O 0.665 2.940 -0.084 0.4838 0.1704 -0.4115 -0.009
H -1.598 0.533 0.030 0.1573 -0.0905 -0.0477 0.041
H -0.538 1.170 1.411 -0.1928 0.3370 0.3223 0.062
H -0.363 1.843 -1.564 0.0033 0.3446 -0.0830 0.107
H 0.980 3.483 -0.822 -0.1564 -0.4007 0.2335 0.102
C -0.524 -1.787 1.079 -0.4897 -0.3950 -0.7400 -0.125
N 0.550 -2.026 0.468 -0.0851 -0.6066 0.5195 -0.079
C 0.422 -2.378 -0.947 0.5465 0.3569 0.0470 -0.147
H -0.614 -1.723 2.157 0.4534 0.4127 0.1019 0.068
H -1.468 -1.723 0.518 -0.1182 -0.1375 0.2001 0.069
H -0.239 -3.231 -1.107 -0.1120 0.0593 0.1456 0.073
H 0.060 -1.526 -1.528 0.0117 -0.0046 -0.0629 0.069
H 1.415 -2.663 -1.302 -0.1625 0.1211 -0.1477 0.065
```
Forces are in eV/Å.

For the total energy, the calculation gives -7829.318 eV. The value obtained for the highest occupied orbital energy is -8.970 eV. For the orbital gap, the calculation gives 9.76 eV. The energy above the lowest of the compared OMol25 structures with the same formula, charge and spin is 289.6 kJ/mol. The lowest unoccupied orbital energy is 0.8 eV.

Density functional theory data (ωB97M-V/def2-TZVPD) for one molecule with the formula C4H9NO.

XYZ file:
```
15
Properties=species:S:1:pos:R:3:forces:R:3:lowdin_charge:R:1
C 1.048 -1.397 0.544 -0.0052 0.0555 0.0394 -0.057
C 0.215 -0.888 -0.605 0.1759 -0.1340 -0.0693 -0.326
N -1.171 -0.537 -0.318 -0.2315 -0.1595 -0.0927 0.040
C -0.259 0.514 -0.769 0.0523 0.1960 -0.0826 -0.245
C -0.045 1.630 0.255 0.3547 -0.0028 -0.2265 -0.236
O -1.163 1.776 1.097 -0.1246 -0.1609 0.0995 -0.074
H 2.117 -1.339 0.309 -0.1539 0.0275 0.0369 0.079
H 0.858 -0.834 1.462 0.0056 -0.0376 -0.1421 0.077
H 0.802 -2.447 0.738 0.0411 0.1643 -0.0175 0.078
H 0.391 -1.418 -1.542 -0.0442 0.0866 0.1333 0.133
H -1.809 -0.831 -1.051 0.0782 0.0445 0.0798 0.104
H -0.376 0.848 -1.800 0.0026 -0.0460 0.1662 0.135
H 0.098 2.578 -0.276 0.0002 -0.1500 0.0752 0.115
H 0.870 1.448 0.841 -0.1599 -0.0183 -0.0484 0.110
H -1.576 0.896 1.115 0.0086 0.1347 0.0489 0.067
```
Forces are in eV/Å.

For the total energy, the calculation gives -7830.354 eV. The value obtained for the highest occupied orbital energy is -9.930 eV. For the orbital gap, the calculation gives 10.92 eV. The energy above the lowest of the compared OMol25 structures with the same formula, charge and spin is 189.7 kJ/mol. The lowest unoccupied orbital energy is 1.0 eV.

Density functional theory data (ωB97M-V/def2-TZVPD) for one molecule with the formula C4H9NO.

XYZ file:
```
15
Properties=species:S:1:pos:R:3:forces:R:3:lowdin_charge:R:1
C 0.431 1.587 0.050 0.0232 0.0438 0.0189 -0.063
C -0.177 0.217 -0.243 -0.0857 0.1031 -0.0659 -0.434
C 0.355 -0.379 -1.544 0.0227 -0.0423 -0.0674 -0.062
N 0.057 -0.692 0.873 -0.0378 -0.0440 0.0547 0.037
C -0.947 -1.292 1.561 -0.1682 0.0249 -0.0378 -0.362
O -2.136 -1.158 1.335 0.4625 -0.0469 0.0746 0.007
H 0.188 2.296 -0.748 0.0434 -0.1152 0.0959 0.079
H 1.524 1.521 0.119 -0.1339 0.0031 -0.0118 0.078
H 0.052 1.987 0.995 0.0328 -0.0621 -0.1354 0.080
H -1.265 0.308 -0.303 0.1433 -0.0011 -0.0133 0.135
H -0.107 -1.350 -1.746 0.0525 0.1389 0.0441 0.080
H 1.442 -0.520 -1.492 -0.1455 0.0313 -0.0036 0.078
H 0.142 0.286 -2.389 0.0356 -0.0804 0.1316 0.079
H 1.009 -0.876 1.156 -0.1748 -0.0049 -0.0126 0.137
H -0.567 -1.936 2.376 -0.0699 0.0517 -0.0719 0.128
```
Forces are in eV/Å.

For the total energy, the calculation gives -7831.967 eV. The value obtained for the highest occupied orbital energy is -9.772 eV. For the orbital gap, the calculation gives 10.65 eV. The energy above the lowest of the compared OMol25 structures with the same formula, charge and spin is 34.0 kJ/mol. The lowest unoccupied orbital energy is 0.9 eV.

- Look up the energy above the lowest of the compared OMol25 structures with the same formula, charge and spin of the fifth one.
  410.6 kJ/mol